Entry from the OMol25 dataset: a structure of composition C56H49ClN9OPSV in a non-equilibrium geometry (ωB97M-V/def2-TZVPD).

Last column: Löwdin spin population.
Atoms and positions in Å:
V 0.226 0.064 0.076  1.6521
C -2.161 4.635 -0.112  0.0007
N -1.476 3.577 0.581  0.0099
C -1.132 2.357 0.081  0.0232
N -0.696 1.575 1.073  0.0221
C -0.684 2.319 2.211  0.0088
C -1.182 3.583 1.917  0.0025
C -1.188 4.757 2.797  0.0002
C 0.036 5.140 3.350  0.0002
C 0.109 6.207 4.225  0.0000
C -1.042 6.899 4.571  0.0002
C -2.260 6.524 4.029  0.0000
C -2.337 5.464 3.139  0.0002
C -0.219 1.846 3.511  0.0015
C 0.938 1.076 3.612  0.0035
C 1.406 0.669 4.847  0.0009
C 0.735 1.043 6.000  0.0008
C -0.412 1.816 5.908  0.0007
C -0.891 2.217 4.676  0.0004
P -1.375 1.947 -1.711  0.0038
C -2.289 0.435 -1.330  0.0000
N -1.772 -0.578 -0.647  -0.0087
C -2.736 -1.541 -0.629  0.0028
C -3.863 -1.082 -1.306  -0.0004
N -3.549 0.174 -1.747  0.0039
C -4.364 1.065 -2.526  0.0003
C -5.127 -1.744 -1.598  -0.0002
C -6.347 -1.104 -1.371  -0.0001
C -7.535 -1.741 -1.678  0.0000
C -7.522 -3.014 -2.225  -0.0001
C -6.314 -3.654 -2.458  0.0000
C -5.124 -3.031 -2.138  -0.0001
C -2.614 -2.840 0.029  0.0003
C -1.633 -3.755 -0.347  0.0002
C -1.581 -4.995 0.263  -0.0001
C -2.483 -5.324 1.262  0.0003
C -3.452 -4.410 1.647  0.0001
C -3.532 -3.181 1.020  0.0005
C 0.057 0.972 -2.381  0.0190
N 0.713 -0.066 -1.852  0.0221
C 1.681 -0.442 -2.731  0.0117
C 1.578 0.365 -3.860  0.0012
N 0.540 1.218 -3.630  0.0118
C 0.025 2.143 -4.598  0.0010
C 2.491 0.456 -4.997  0.0000
C 2.074 0.324 -6.319  0.0001
C 2.999 0.405 -7.345  0.0000
C 4.335 0.636 -7.063  0.0001
C 4.752 0.785 -5.750  0.0000
C 3.840 0.690 -4.718  0.0000
C 2.618 -1.532 -2.498  0.0013
C 3.077 -1.797 -1.206  0.0082
C 3.984 -2.812 -0.977  0.0011
C 4.468 -3.562 -2.039  0.0015
C 4.026 -3.302 -3.327  0.0000
C 3.104 -2.300 -3.561  0.0011
H -1.841 4.682 -1.152  0.0001
H -3.240 4.464 -0.088  0.0004
H -1.948 5.582 0.382  0.0000
H 0.925 4.587 3.086  0.0000
H 1.063 6.493 4.641  0.0000
H -0.990 7.714 5.276  0.0000
H -3.156 7.056 4.306  0.0000
H -3.298 5.168 2.745  0.0000
H 1.491 0.831 2.718  0.0013
H 2.306 0.077 4.906  0.0000
H 1.105 0.734 6.965  0.0000
H -0.930 2.112 6.807  0.0000
H -1.791 2.806 4.611  0.0000
H -5.077 0.496 -3.121  0.0000
H -4.916 1.748 -1.876  0.0002
H -3.724 1.652 -3.188  0.0000
H -6.368 -0.121 -0.924  0.0000
H -8.473 -1.239 -1.493  0.0000
H -8.451 -3.507 -2.468  0.0000
H -6.299 -4.638 -2.901  0.0000
H -4.182 -3.523 -2.329  0.0000
H -0.942 -3.506 -1.143  0.0001
H -0.838 -5.713 -0.045  0.0000
H -2.434 -6.294 1.732  0.0000
H -4.146 -4.655 2.435  0.0000
H -4.297 -2.470 1.296  0.0000
H 0.849 2.530 -5.197  0.0001
H -0.689 1.640 -5.255  0.0005
H -0.474 2.967 -4.097  0.0002
H 1.038 0.119 -6.546  0.0000
H 2.677 0.291 -8.368  0.0000
H 5.054 0.695 -7.865  0.0000
H 5.789 0.982 -5.528  0.0000
H 4.157 0.809 -3.693  0.0000
H 2.758 -1.159 -0.390  0.0040
H 4.331 -3.001 0.027  0.0001
H 5.191 -4.343 -1.865  0.0001
H 4.406 -3.884 -4.153  0.0000
H 2.751 -2.117 -4.564  0.0000
O 2.461 1.674 0.436  0.6583
N 1.640 0.835 0.411  0.4147
Cl 1.877 -1.671 2.018  0.0391
C 0.370 -1.693 1.183  -0.0452
H -0.428 -1.784 1.926  0.0029
H 0.386 -2.563 0.523  0.0025
N 2.732 4.987 0.263  0.0012
C 2.051 4.917 -0.888  0.0098
S 1.659 3.383 -1.454  0.0863
N 1.726 6.052 -1.516  0.0025
C 0.955 6.255 -2.680  0.0012
C 1.190 7.408 -3.424  -0.0001
C 0.431 7.678 -4.547  0.0006
C -0.572 6.807 -4.940  0.0002
C -0.805 5.660 -4.204  0.0008
C -0.049 5.383 -3.079  0.0046
H 3.036 4.117 0.675  -0.0005
H 3.120 5.844 0.624  0.0002
H 2.160 6.900 -1.166  0.0002
H 1.971 8.090 -3.126  0.0000
H 0.625 8.572 -5.116  0.0000
H -1.168 7.021 -5.812  0.0000
H -1.589 4.982 -4.509  0.0000
H -0.232 4.485 -2.508  0.0027

Properties
- E_LUMO (spin up / spin down) (eV) = -5.491 / -7.238
- spin multiplicity = 4
- total charge = +2